#a
{
  "formula": "C6H8BrF",
  "method": "wB97M-V/def2-TZVPD",
  "symbols": ["C", "C", "C", "C", "C", "C", "F", "Br", "H", "H", "H", "H", "H", "H", "H", "H"],
  "xyz": [[0.58, 0.11, -0.50], [-0.26, 1.01, -0.62], [0.23, -2.28, -0.33], [-1.52, 3.08, -0.20], [1.28, -1.16, -0.42], [-0.81, 2.17, -1.14], [-0.63, 2.45, -2.38], [-3.27, -0.17, -0.80], [-0.72, -2.00, -0.88], [-0.05, -2.51, 0.79], [0.53, -3.31, -0.71], [-0.76, 3.83, 0.19], [-2.10, 2.66, 0.69], [-2.24, 3.60, -0.80], [1.72, -1.20, 0.62], [2.05, -1.38, -1.15]],
  "charge": 0,
  "lumo_ev": [-2.0, -2.7]
}

---

#b
{
  "formula": "C6H8BrF",
  "method": "wB97M-V/def2-TZVPD",
  "symbols": ["C", "C", "C", "C", "C", "C", "F", "Br", "H", "H", "H", "H", "H", "H", "H", "H"],
  "xyz": [[2.00, -2.06, 0.49], [-0.50, 0.81, 1.16], [0.96, -2.92, 0.36], [-0.73, 2.10, 1.09], [-0.50, 3.55, 1.45], [-1.74, 1.22, 0.40], [0.46, -0.20, 1.26], [-0.11, -2.97, -1.26], [2.24, -1.45, -0.29], [2.55, -2.01, 1.51], [0.16, 3.93, 0.74], [0.06, 3.67, 2.41], [-1.29, 4.31, 1.42], [0.59, -3.67, 1.16], [-1.70, 1.19, -0.62], [-2.62, 0.88, 0.76]],
  "charge": 0,
  "smiles": "CC1=C(F)C1.C=CBr",
  "lumo_ev": 0.8
}

---

Which structure is the least stable? The one labeled #b.

---

#a
{
  "formula": "H2OTl",
  "method": "wB97M-V/def2-TZVPD",
  "symbols": ["Tl", "O", "H", "H"],
  "xyz": [[-1.56, 1.76, 0.85], [0.34, -0.40, 0.06], [-0.08, -1.06, -0.59], [1.29, -0.30, -0.32]],
  "charge": 3,
  "lumo_ev": -25.9
}

---

#b
{
  "formula": "H2OTl",
  "method": "wB97M-V/def2-TZVPD",
  "symbols": ["Tl", "O", "H", "H"],
  "xyz": [[17.10, 16.76, 23.64], [20.15, 12.91, 25.57], [20.60, 12.89, 26.41], [20.08, 11.99, 25.31]],
  "charge": 3,
  "lumo_ev": -25.3
}

---

Which structure is the least stable? The one labeled #a.

---

#a
{
  "formula": "C6H9N2O2S",
  "method": "wB97M-V/def2-TZVPD",
  "symbols": ["C", "C", "C", "C", "C", "C", "N", "N", "O", "O", "S", "H", "H", "H", "H", "H", "H", "H", "H", "H"],
  "xyz": [[-1.31, 0.90, 0.55], [-2.65, 1.48, 0.82], [0.89, 1.72, 0.63], [0.12, -0.84, 0.18], [0.14, -0.53, -1.31], [-0.33, -2.12, 0.65], [-1.04, 3.11, 1.16], [-0.51, 1.90, 0.69], [-3.74, 1.05, 0.81], [-2.43, 2.81, 1.19], [1.25, 0.04, 1.27], [1.35, 1.67, -0.36], [1.47, 2.25, 1.49], [1.01, -1.18, -1.76], [0.27, 0.51, -1.51], [-0.52, -0.92, -2.01], [-1.00, -2.03, 1.58], [0.46, -2.83, 1.12], [-0.89, -2.58, -0.09], [-0.95, 3.94, 0.68]],
  "charge": 1,
  "lumo_ev": -5.1
}

---

#b
{
  "formula": "C6H9N2O2S",
  "method": "wB97M-V/def2-TZVPD",
  "symbols": ["C", "C", "C", "C", "C", "C", "N", "N", "O", "O", "S", "H", "H", "H", "H", "H", "H", "H", "H", "H"],
  "xyz": [[-1.65, -1.00, 0.00], [-2.15, 0.27, -0.06], [1.00, -0.22, 0.05], [-2.63, -2.24, 0.02], [2.42, -0.68, 0.00], [1.68, 2.19, 0.16], [0.72, 1.09, 0.07], [-0.60, 1.31, -0.18], [-3.00, 1.08, -0.12], [-0.90, 2.44, -0.42], [-0.02, -1.56, -0.03], [-2.14, -3.27, 0.20], [-3.31, -2.17, 0.81], [-3.36, -2.55, -0.88], [2.59, -1.72, 0.23], [2.65, -0.59, -1.01], [2.85, 0.07, 0.70], [1.22, 3.15, -0.05], [2.07, 2.28, 1.11], [2.56, 2.12, -0.59]],
  "charge": 1,
  "lumo_ev": [-5.6, -5.6]
}

---

Which structure is the least stable? The one labeled #a.

---

#a
{
  "formula": "C4H8N2O",
  "method": "wB97M-V/def2-TZVPD",
  "symbols": ["C", "C", "C", "C", "N", "N", "O", "H", "H", "H", "H", "H", "H", "H", "H"],
  "xyz": [[-0.25, -1.48, -0.77], [1.58, -0.26, 0.39], [-1.68, -0.99, -0.80], [0.27, 1.88, 0.80], [0.59, -0.39, -0.65], [0.42, 0.45, 0.87], [0.18, -2.57, -1.03], [1.75, -1.09, 1.00], [2.51, 0.45, 0.18], [-2.47, -1.59, -0.27], [-2.06, -0.88, -1.78], [-1.82, 0.03, -0.33], [0.11, 2.16, 1.87], [1.33, 2.31, 0.56], [-0.48, 1.98, -0.05]],
  "s2": 2.01,
  "charge": 0,
  "lumo_ev": [0.9, -2.4],
  "multiplicity": 3
}

---

#b
{
  "formula": "C4H8N2O",
  "method": "wB97M-V/def2-TZVPD",
  "symbols": ["C", "C", "C", "C", "N", "N", "O", "H", "H", "H", "H", "H", "H", "H", "H"],
  "xyz": [[-0.56, -0.79, -0.17], [-0.29, 0.72, -0.48], [0.57, -1.85, -0.02], [0.94, 1.24, 0.17], [-1.72, -0.96, 0.32], [-1.61, 1.26, -0.07], [-2.42, 0.16, 0.03], [-0.23, 0.79, -1.53], [0.31, -2.92, 0.23], [1.23, -1.51, 0.71], [1.22, -1.81, -0.90], [0.99, 0.84, 1.19], [1.32, 2.30, 0.01], [1.82, 0.71, -0.29], [-1.57, 1.81, 0.79]],
  "s2": 2.01,
  "charge": 0,
  "lumo_ev": [0.9, -2.0],
  "multiplicity": 3
}

---

Which structure is the least stable? The one labeled #b.